[1]
Entry from the OMol25 dataset: 14 unconnected molecules or ions with the total composition H28O14 at a distorted geometry (the ωB97M-V functional and the def2-TZVPD basis).

```
42
Properties=species:S:1:pos:R:3:forces:R:3:nbo_charge:R:1
H 0.70654 0.78658 -0.01548 1.275 -0.807 -0.504 0.474
H 0.14033 -0.51236 -0.03189 -2.303 -1.904 0.013 0.454
H -0.19982 0.73656 2.05603 0.255 0.242 0.425 0.454
H 1.26324 0.56265 2.26088 0.850 -0.497 -0.293 0.478
H 3.25811 -4.50001 0.01149 0.859 -0.276 -0.678 0.461
H 3.84871 -3.25853 -0.34303 0.135 3.243 0.339 0.450
H 6.23192 0.38787 1.66993 -2.494 -1.318 0.154 0.482
H 4.65735 0.25452 1.95532 -1.158 1.338 0.591 0.471
H -0.26349 -5.35316 1.18441 -1.047 -3.138 -0.351 0.462
H -0.39130 -4.09381 1.86591 0.300 0.385 0.017 0.458
H -3.24916 -2.84336 -1.74576 0.241 -0.105 -0.061 0.461
H -4.36963 -3.83654 -1.87659 -0.670 -2.514 0.652 0.464
H 5.31556 -0.94486 -1.52381 -0.477 -0.717 -0.683 0.472
H 4.03455 -1.76183 -1.68894 -0.020 0.061 -0.226 0.460
H -4.17027 -0.07671 -0.38307 -0.088 0.223 -0.464 0.440
H -5.53921 0.36949 0.03668 0.851 -0.216 -2.114 0.478
H 1.24707 6.05237 0.46401 0.120 -0.762 -0.139 0.455
H 0.56935 4.75930 0.90542 0.007 -0.237 -0.035 0.463
H -0.55412 2.44866 0.12901 -0.812 -2.588 2.175 0.439
H -1.02820 3.65318 -0.44631 0.446 0.213 -0.560 0.465
H -3.73308 0.53287 1.85958 0.524 -2.905 -1.019 0.459
H -3.60150 1.47349 2.93198 -0.425 0.607 -0.920 0.469
H -3.48789 -1.51200 0.47299 0.550 0.107 -0.097 0.477
H -2.70119 -1.87287 1.71903 0.490 1.935 -2.151 0.484
H 3.16311 3.25696 -2.50021 -0.025 0.012 0.063 0.460
H 2.05526 4.18794 -2.96479 0.207 -0.165 0.616 0.464
H -1.81095 -0.20350 -2.14200 1.087 -2.684 0.892 0.459
H -2.96008 0.77893 -1.75496 0.623 -0.409 -0.565 0.475
O 0.98881 -0.16355 -0.10759 1.145 2.631 0.260 -0.928
O 0.55259 1.12436 2.53490 -1.251 0.252 -0.023 -0.933
O 4.00569 -4.13963 -0.52311 -1.037 -3.100 0.492 -0.912
O 5.40567 -0.21641 1.66904 3.642 -0.012 -0.813 -0.953
O 0.12554 -4.52875 1.17947 0.798 2.737 0.329 -0.919
O -4.12193 -2.98543 -2.11317 0.523 2.562 -0.550 -0.924
O 4.86498 -1.57156 -2.13824 0.484 0.824 0.828 -0.932
O -5.01308 0.14435 -0.80840 -0.777 0.272 2.626 -0.916
O 1.21924 5.09037 0.28079 0.132 1.456 0.325 -0.920
O -0.25080 3.07179 -0.46140 -0.057 2.021 -1.555 -0.902
O -3.88069 1.42883 1.98630 0.032 2.305 1.955 -0.932
O -2.65657 -1.22345 0.90683 -1.133 -2.319 2.247 -0.961
O 2.53515 3.90630 -2.16356 -0.072 0.089 -0.770 -0.925
O -2.20584 0.59095 -2.34767 -1.732 3.159 -0.429 -0.934
```
Positions in Å, forces in eV/Å.

**Highest occupied orbital energy**: -10.64 eV
**Spin multiplicity**: 1
**LUMO level**: -0.035 Eh
**Frontier orbital gap**: 0.3558 Ha

***

[2]
Entry from the OMol25 dataset: a molecular structure, C35H33NO4W at a distorted geometry (the ωB97M-V functional and the def2-TZVPD basis).

```
74
Properties=species:S:1:pos:R:3:forces:R:3:lowdin_charge:R:1
W 0.65032 0.22504 -0.78296 0.745 0.874 -0.933 1.747
O 0.66298 -1.41192 -1.79590 -0.260 -0.765 -0.233 -0.316
C -0.09468 -2.55112 -1.47652 -0.135 -0.291 0.146 -0.453
C -1.51614 -2.08770 -1.06401 0.278 -0.025 0.090 -0.052
C -1.63396 -1.40633 0.27215 0.380 0.232 -0.358 -0.236
C -2.71796 -1.67474 1.07811 -0.227 0.010 0.267 -0.025
C -2.89793 -0.99486 2.27266 0.244 0.075 -0.192 -0.028
C -1.94058 -0.05930 2.62875 -0.345 -0.149 0.134 -0.006
C -0.86151 0.18096 1.80849 0.514 0.032 -0.364 -0.220
C 0.18792 1.17076 2.19857 -0.027 0.240 -0.159 -0.067
C 0.24417 2.41931 1.26283 0.009 -0.037 0.363 -0.438
O 0.77858 2.02356 0.02884 -0.642 0.289 0.071 -0.292
C 1.19297 3.46983 1.85070 0.141 -0.024 -0.064 -0.157
C 1.24326 4.72657 1.24970 -0.031 -0.029 -0.032 -0.028
C 2.07645 5.71960 1.73541 -0.030 0.013 -0.080 -0.075
C 2.89099 5.47179 2.83197 0.044 -0.047 0.035 -0.095
C 2.88915 4.21133 3.40483 0.060 0.051 0.008 -0.081
C 2.05444 3.21566 2.91125 -0.069 -0.016 0.011 -0.029
C -1.17875 3.01090 1.13749 0.103 -0.026 -0.155 -0.145
C -2.02445 2.65044 0.09036 0.192 0.050 0.053 -0.028
C -3.30172 3.18026 -0.01745 -0.051 0.014 0.024 -0.073
C -3.76099 4.09054 0.92134 -0.059 0.004 -0.037 -0.094
C -2.94084 4.44414 1.98094 0.004 -0.025 0.040 -0.078
C -1.66852 3.90237 2.09016 0.040 -0.122 0.125 -0.030
N -0.69658 -0.46216 0.60585 -1.359 -0.527 1.321 0.010
C 0.61902 -3.34051 -0.37906 0.011 -0.035 -0.078 -0.166
C 2.00816 -3.42213 -0.43616 -0.005 -0.039 -0.007 -0.022
C 2.71648 -4.14518 0.50797 -0.026 0.013 -0.023 -0.066
C 2.04350 -4.80302 1.52880 0.010 -0.021 0.042 -0.090
C 0.66204 -4.73692 1.58925 -0.042 -0.041 0.057 -0.078
C -0.04727 -4.01211 0.63924 0.027 0.045 -0.072 -0.036
C -0.26802 -3.39598 -2.74114 0.087 0.149 -0.102 -0.145
C -0.45433 -2.72596 -3.94818 0.021 0.018 0.048 -0.020
C -0.67222 -3.43231 -5.11986 -0.015 0.014 0.001 -0.077
C -0.69830 -4.82061 -5.10031 0.017 -0.021 -0.002 -0.096
C -0.49999 -5.49176 -3.90399 -0.013 -0.062 -0.005 -0.082
C -0.28589 -4.78411 -2.72851 -0.040 0.047 0.083 -0.020
H -2.20485 -2.93078 -1.10566 -0.072 0.042 0.058 0.131
H -1.82190 -1.37213 -1.83627 -0.048 -0.084 -0.060 0.138
H -3.43402 -2.41971 0.75865 0.035 -0.019 -0.047 0.121
H -3.75568 -1.18602 2.90207 0.001 -0.015 0.011 0.112
H -2.03139 0.49469 3.55255 0.066 0.035 -0.012 0.122
H 1.16182 0.68285 2.12349 0.011 0.033 0.134 0.116
H 0.01127 1.49770 3.22159 -0.055 -0.082 0.043 0.126
H 0.61388 4.92097 0.38984 -0.036 0.028 0.020 0.125
H 2.09091 6.69052 1.25605 -0.010 -0.003 0.010 0.102
H 3.52952 6.25102 3.22789 0.012 -0.006 -0.018 0.099
H 3.54260 3.99328 4.24034 -0.008 0.005 0.000 0.101
H 2.09938 2.23678 3.36949 -0.056 0.024 0.022 0.106
H -1.67584 1.96680 -0.66809 0.098 -0.082 -0.136 0.085
H -3.93730 2.88694 -0.84394 0.026 0.005 -0.011 0.103
H -4.74790 4.52501 0.82474 -0.001 -0.018 0.013 0.100
H -3.28863 5.15309 2.72171 0.013 -0.016 0.018 0.102
H -1.04827 4.18051 2.93310 0.060 0.068 -0.029 0.121
H 2.52741 -2.91165 -1.23578 0.006 0.043 0.009 0.121
H 3.79651 -4.19528 0.45077 -0.003 0.005 -0.009 0.104
H 2.59344 -5.36583 2.27242 0.000 0.004 -0.007 0.100
H 0.12805 -5.25203 2.37826 0.002 0.006 -0.005 0.101
H -1.12739 -3.98032 0.70481 0.001 -0.021 -0.011 0.107
H -0.40191 -1.64366 -3.95235 -0.012 -0.008 -0.040 0.116
H -0.81935 -2.89782 -6.05008 0.017 -0.012 -0.004 0.102
H -0.86078 -5.37711 -6.01452 -0.006 0.008 0.000 0.099
H -0.50541 -6.57445 -3.88137 -0.001 0.006 -0.010 0.101
H -0.12236 -5.31346 -1.79756 -0.005 -0.031 -0.041 0.113
C 0.11993 2.32594 -3.07877 -0.021 0.273 0.121 -0.182
O 0.22853 1.10496 -2.41177 0.013 0.004 -0.328 -0.439
H 0.28861 3.16069 -2.38940 -0.008 -0.018 -0.003 0.072
H -0.87660 2.42919 -3.51869 -0.003 -0.025 0.035 0.078
H 0.85289 2.38267 -3.88777 0.013 -0.034 0.034 0.079
C 3.30224 0.05258 -0.38214 0.426 0.034 0.057 -0.211
O 2.14216 -0.36506 0.30026 -0.085 0.052 0.127 -0.423
H 4.19739 -0.36346 0.08839 -0.059 -0.063 0.015 0.083
H 3.38891 1.14734 -0.36354 0.050 -0.044 -0.025 0.077
H 3.28434 -0.28910 -1.43033 0.091 0.039 0.046 0.076
```
Positions in Å, forces in eV/Å.

**Expectation value of S²**: 2.019
**Highest occupied orbital energy (spin up / spin down)**: -6.58 / -8.86 eV
**Spin multiplicity**: 3
**LUMO level (spin up / spin down)**: 0.005 / -0.012 Eh
**Frontier orbital gap (spin up / spin down)**: 0.2474 / 0.3139 Ha

***

[3]
Entry from the OMol25 dataset: a molecular structure, ClHNOPS at a distorted geometry (the ωB97M-V functional and the def2-TZVPD basis).

```
6
Properties=species:S:1:pos:R:3:forces:R:3:nbo_charge:R:1
N -1.52722 0.25812 1.07768 2.125 0.236 -2.417 -1.102
O -0.98027 1.42962 -1.23566 -0.571 1.963 -2.205 -0.992
P -0.58449 0.55170 -0.19295 0.183 -2.505 3.129 1.844
S 1.90243 -0.18047 -1.36968 -2.011 -0.139 2.041 -0.011
Cl 2.56336 -1.53825 0.01359 -0.110 0.473 -0.582 -0.141
H -1.37382 -0.52073 1.70703 0.383 -0.028 0.033 0.402
```
Positions in Å, forces in eV/Å.

**Highest occupied orbital energy (spin up / spin down)**: -9.89 / -9.90 eV
**Spin multiplicity**: 1
**LUMO level (spin up / spin down)**: -0.119 / -0.119 Eh
**Frontier orbital gap (spin up / spin down)**: 0.2449 / 0.2450 Ha

***

[4]
Entry from the OMol25 dataset: C2H4N2OS2 in the gas phase at a distorted geometry (the ωB97M-V functional and the def2-TZVPD basis).

```
11
Properties=species:S:1:pos:R:3:forces:R:3:nbo_charge:R:1
N -0.67380 -1.56923 0.94465 -0.178 0.363 -0.216 -0.744
C -0.36392 -0.91910 -0.18809 -0.583 -0.831 -0.638 0.004
S -1.13630 -1.20403 -1.62918 0.462 0.258 0.718 -0.097
C 0.79949 0.02525 -0.00828 -0.921 0.631 0.138 0.606
O 1.55817 -0.09486 0.92174 0.596 -0.639 0.342 -0.575
N 0.91111 1.10655 -0.84111 0.386 0.497 -0.395 -0.749
S -0.37746 2.14680 -1.33363 0.382 -0.630 0.433 0.229
H -0.14637 -1.44480 1.79682 -0.001 0.123 -0.163 0.420
H -1.54595 -2.07282 0.93592 0.194 -0.233 0.135 0.412
H 1.73152 1.61574 -0.52785 -0.097 0.135 -0.243 0.403
H -0.75650 2.41050 -0.07099 -0.238 0.326 -0.112 0.092
```
Positions in Å, forces in eV/Å.

**SMILES**: NC(=S)C(=O)NS
**Highest occupied orbital energy**: -8.62 eV
**Spin multiplicity**: 1
**LUMO level**: -0.016 Eh
**Frontier orbital gap**: 0.3003 Ha

***

E_tot list, top to bottom, in a.u.: -1070.026707 -1776.376334 -1330.254477 -1059.728302
ΔE to the lowest compared entry with this formula, charge and spin list, top to bottom, in kJ/mol: 457.5 0.0 231.3 39.3